Entry from the Open Molecules 2025 dataset: a structure of composition C41H39IrN5O6P (the ωB97M-V functional and the def2-TZVPD basis).

Results
frontier orbital gap (spin up / spin down) = 4.64 / 5.96 eV
HOMO (spin up / spin down) = -4.69 / -8.22 eV
2S+1 = 5
<S²> = 6.044

Atoms and positions in Å:
Ir -4.545 -18.563 0.682
O -2.580 -20.057 -2.728
C -2.871 -19.601 -1.641
O -4.131 -19.273 -1.262
C -1.925 -19.260 -0.649
C -0.554 -19.551 -0.687
C 0.232 -19.213 0.445
C -0.347 -18.523 1.499
C -1.692 -18.318 1.526
N -2.476 -18.677 0.457
H -0.147 -20.016 -1.588
H 1.285 -19.448 0.488
H 0.250 -18.143 2.311
H -2.159 -17.826 2.373
C -2.393 -23.735 3.796
C -3.271 -24.141 2.822
C -3.885 -23.219 1.972
C -3.614 -21.852 2.143
C -2.681 -21.440 3.101
C -2.071 -22.378 3.918
P -4.782 -20.697 1.300
C -5.331 -21.612 -0.157
C -4.396 -22.272 -0.954
C -4.837 -22.799 -2.183
C -6.156 -22.726 -2.581
C -7.087 -22.082 -1.752
C -6.668 -21.570 -0.506
C -6.144 -20.518 2.473
C -6.569 -21.557 3.301
C -7.672 -21.363 4.135
C -8.279 -20.141 4.113
C -7.860 -19.022 3.367
C -8.475 -17.769 3.415
C -8.030 -16.775 2.589
C -6.905 -16.960 1.784
C -6.223 -18.156 1.756
C -6.730 -19.195 2.557
H -1.896 -24.474 4.403
H -3.550 -25.171 2.689
H -4.616 -23.562 1.220
H -2.431 -20.387 3.194
H -1.336 -22.099 4.668
H -3.344 -22.411 -0.666
H -4.105 -23.218 -2.898
H -6.488 -23.125 -3.519
H -8.115 -22.007 -2.062
H -7.392 -21.105 0.151
H -6.044 -22.501 3.254
H -8.087 -22.161 4.736
H -9.148 -19.981 4.728
H -9.276 -17.626 4.103
H -8.582 -15.841 2.538
H -6.563 -16.142 1.156
C -9.486 -15.724 -0.922
C -9.384 -16.814 -2.012
C -7.965 -17.217 -2.431
C -8.107 -18.306 -3.545
C -6.877 -18.773 -4.296
C -7.256 -15.974 -2.975
O -7.804 -15.105 -3.637
N -5.903 -15.919 -2.666
C -5.231 -16.563 -1.634
O -4.037 -16.323 -1.455
N -5.962 -17.399 -0.869
C -7.272 -17.821 -1.202
O -7.844 -18.699 -0.571
H -10.538 -15.412 -0.846
H -8.899 -14.805 -1.190
H -9.234 -16.102 0.072
H -9.955 -16.446 -2.899
H -9.900 -17.713 -1.623
H -8.812 -17.892 -4.280
H -8.611 -19.149 -3.083
H -6.638 -18.006 -5.065
H -7.068 -19.751 -4.762
H -6.022 -18.856 -3.593
H -5.370 -15.184 -3.143
N -4.036 -16.696 1.147
C -3.842 -15.565 1.347
N -3.625 -14.269 1.294
C -2.998 -13.703 0.052
C -1.825 -12.854 0.471
O -2.211 -11.878 1.429
C -2.544 -12.520 2.663
C -3.775 -13.374 2.487
H -3.721 -13.118 -0.530
H -2.698 -14.577 -0.559
H -1.428 -12.292 -0.390
H -1.042 -13.492 0.922
H -2.762 -11.716 3.386
H -1.684 -13.062 3.071
H -4.664 -12.722 2.411
H -3.923 -14.024 3.365